#P
This record from the OMol25 dataset describes a cluster of 2 separate species, C4H8N2 in total. The level of theory is ωB97M-V/def2-TZVPD.

Values from the calculation:
Molecular weight, u: 84.1

```
14
Properties=species:S:1:pos:R:3:mulliken_charge:R:1
C 2.0588 -1.1941 -1.4965 -0.91
C 1.9568 -0.0019 -0.9549 0.56
N 1.9022 1.1164 -0.4577 -0.60
H 1.9496 -1.3130 -2.5677 0.24
H 2.2595 -2.0615 -0.8795 0.27
H 0.9362 1.3403 -0.1832 0.48
C -1.4298 1.4150 1.2949 -0.25
N -0.9308 0.6686 0.4058 -0.33
C -1.2376 -0.7493 0.4493 -0.77
H -1.1935 2.4798 1.2857 0.25
H -2.0875 1.0475 2.0939 0.23
H -0.3233 -1.2957 0.7028 0.22
H -1.5435 -1.0845 -0.5461 0.25
H -2.0237 -1.0002 1.1777 0.37
```

#Q
This record from the OMol25 dataset describes a cluster of 2 separate species, C4H8N2 in total. The level of theory is ωB97M-V/def2-TZVPD.

Values from the calculation:
Molecular weight, u: 84.1

```
14
Properties=species:S:1:pos:R:3:mulliken_charge:R:1
C -0.7197 1.0748 -0.7262 -0.88
C 0.1659 -0.0696 -0.4714 0.71
C 1.5877 0.0870 -0.0624 -1.39
N -0.3218 -1.2693 -0.5630 -0.24
C -1.2555 -0.0909 1.9428 -0.44
N -1.1735 -0.7167 2.9306 -0.46
H -1.3607 0.9654 0.1857 0.32
H -1.3066 0.9780 -1.6418 0.34
H -0.2050 2.0316 -0.6636 0.35
H 2.2103 -0.2181 -0.9133 0.39
H 1.8209 -0.5417 0.8016 0.39
H 1.8113 1.1262 0.1763 0.33
H 0.1541 -2.0508 -0.1266 0.27
H -1.3210 -1.3853 -0.6907 0.30
```

Which one sits at the bottom of the stability order? #Q does.

#P
This record from the OMol25 dataset describes the molecule C4H8S3. The level of theory is ωB97M-V/def2-TZVPD.

Values from the calculation:
Molecular weight, u: 152.3

```
15
Properties=species:S:1:pos:R:3:mulliken_charge:R:1
S -1.3695 -1.9314 -0.3471 -0.24
C -0.0419 -0.7609 -0.1110 -0.02
C -0.1603 0.3908 -1.0872 -0.31
S 0.8207 0.2894 -2.6175 -0.24
C 0.3318 1.3969 -0.0525 -1.15
C -0.0986 0.3418 0.9978 -0.03
S 1.1575 0.3335 2.3161 -0.25
H -1.2253 -2.6099 0.7861 0.12
H 0.9573 -1.2662 -0.1156 0.32
H -1.1874 0.5350 -1.3184 0.47
H 0.0939 -0.6751 -3.1957 0.13
H -0.0801 2.4084 0.0800 0.28
H 1.4128 1.4298 0.0508 0.42
H -1.1124 0.5101 1.3062 0.39
H 0.5015 -0.3924 3.3080 0.14
```

#Q
This record from the OMol25 dataset describes the molecule C4H8S3. The level of theory is ωB97M-V/def2-TZVPD.

Values from the calculation:
Molecular weight, u: 152.3

```
15
Properties=species:S:1:pos:R:3:mulliken_charge:R:1
C -3.0490 0.4927 0.5818 -0.78
S -2.0055 -0.7250 -0.3613 -0.03
C -0.3943 -0.2911 0.2810 -0.24
C 0.6705 -1.3355 -0.0997 -0.73
S 2.3623 -0.6863 0.1610 -0.15
C 1.9295 1.0934 0.1846 -0.56
S 0.2364 1.3497 -0.3870 -0.10
H -2.6611 1.5298 0.3636 0.24
H -4.0512 0.4138 0.2073 0.34
H -3.0089 0.3132 1.6856 0.25
H -0.4582 -0.2002 1.3552 0.34
H 0.5741 -1.6765 -1.1586 0.34
H 0.4776 -2.2102 0.5168 0.38
H 2.6281 1.6109 -0.4562 0.36
H 2.0688 1.4476 1.1971 0.33
```

Which one sits at the bottom of the stability order? #P does.

#P
This record from the OMol25 dataset describes a structure of composition C5H7N3S. The level of theory is ωB97M-V/def2-TZVPD.

Values from the calculation:
Molecular weight, u: 141.2

```
16
Properties=species:S:1:pos:R:3:mulliken_charge:R:1
C 2.0693 -1.5053 -1.5497 -0.39
C 0.9893 -0.9886 -0.8158 0.46
C 0.0383 -0.5957 -1.7700 0.12
C -0.9892 0.0085 0.4928 0.05
C -0.6293 1.4117 1.0807 -0.97
N 1.8577 -1.2660 -2.8615 -0.78
N 0.6209 -0.6735 -2.9987 0.20
N 0.6601 -0.8872 0.5133 -0.56
S -1.5315 0.0450 -1.2578 -0.18
H 2.8228 -2.1374 -1.0565 0.36
H -1.8765 -0.4488 0.9822 0.36
H -1.3676 2.0730 0.5792 0.32
H 0.3591 1.7538 0.7148 0.27
H -0.7330 1.4609 2.1819 0.30
H 0.3243 -0.4858 -3.9180 0.17
H 0.6002 -1.8269 1.0720 0.25
```

#Q
This record from the OMol25 dataset describes the molecule C5H7N3S. The level of theory is ωB97M-V/def2-TZVPD.

Values from the calculation:
Molecular weight, u: 141.2

```
16
Properties=species:S:1:pos:R:3:mulliken_charge:R:1
S 2.2915 1.1689 0.4022 -0.17
N 0.6668 1.0976 -0.0952 -0.14
C 0.4486 0.6767 -1.5191 -0.64
C 0.0223 -0.7532 -1.5287 -0.33
N -0.7283 -0.8144 -0.2318 0.71
N -1.4596 -1.6112 0.5525 -1.01
C -1.5326 -1.0942 1.7847 -0.30
C -0.6931 0.0336 1.8952 -0.52
C -0.1069 0.2716 0.6996 0.09
H 2.1554 2.4846 0.3180 0.17
H 1.3523 0.7858 -2.0363 0.42
H -0.3500 1.2185 -1.8417 0.35
H -0.6430 -1.1213 -2.3948 0.30
H 0.9176 -1.3073 -1.3879 0.31
H -2.0314 -1.5784 2.5617 0.48
H -0.3095 0.5427 2.8218 0.29
```

Which one sits at the bottom of the stability order? #Q does.

#P
This record from the OMol25 dataset describes a structure of composition C32H27Cl3F5N4O2STi. The level of theory is ωB97M-V/def2-TZVPD.

Values from the calculation:
Spin multiplicity: 3
Molecular weight, u: 780.9
Total charge: -1
<S²>: 2.014

```
75
Properties=species:S:1:pos:R:3:lowdin_spin:R:1
Ti 0.3506 -0.5971 -0.0592 1.48
C 2.6553 -2.3909 -0.5135 0.02
N 2.6449 -0.9170 -0.4289 0.01
C 3.4185 -0.4073 0.7190 0.01
C 2.5730 -0.1039 1.9352 0.03
C 3.0435 -0.2883 3.2166 0.00
C 2.2638 0.1658 4.2788 0.05
C 1.0563 0.7809 4.0005 0.00
C 0.6339 0.8827 2.6814 0.04
N 1.3668 0.4214 1.6606 0.01
C 3.0012 -0.2776 -1.7082 0.01
C 1.8302 -0.2254 -2.6609 0.01
C 1.9084 -0.5355 -4.0044 0.00
C 0.7535 -0.4274 -4.7690 0.01
C -0.4251 0.0044 -4.1891 0.00
C -0.4212 0.2990 -2.8345 0.01
N 0.6843 0.1730 -2.1016 0.01
C 1.9376 -2.9793 0.6707 0.05
C 2.3789 -4.1127 1.3334 0.00
C 1.6580 -4.5967 2.4127 0.06
C 0.5102 -3.9127 2.8041 0.00
C 0.1246 -2.7890 2.1073 0.04
N 0.8229 -2.3263 1.0541 0.03
H 2.1337 -2.6675 -1.4379 0.00
H 3.6810 -2.7866 -0.5400 0.00
H 4.2325 -1.0934 0.9776 0.00
H 3.8672 0.5398 0.4120 0.00
H 4.0034 -0.7628 3.3732 0.00
H 2.5999 0.0366 5.2996 0.00
H 0.4179 1.1670 4.7833 0.00
H -0.3264 1.3029 2.4120 0.00
H 3.2709 0.7555 -1.4819 0.00
H 3.8646 -0.7653 -2.1767 0.00
H 2.8410 -0.8779 -4.4320 0.00
H 0.7805 -0.6972 -5.8175 0.00
H -1.3414 0.1009 -4.7526 0.00
H -1.3014 0.6505 -2.3087 0.00
H 3.2801 -4.6041 0.9888 0.00
H 1.9792 -5.4856 2.9389 0.00
H -0.0915 -4.2463 3.6383 0.00
H -0.7689 -2.2248 2.3469 0.00
F 2.7472 6.6883 -0.7097 0.00
C 1.6449 5.9448 -0.9328 0.00
C 1.5963 4.6188 -0.5510 0.00
F 2.6706 4.0631 0.0462 0.00
C 0.4587 3.8656 -0.7766 0.00
F 0.5341 2.5908 -0.3494 0.00
C -0.6860 4.3594 -1.4124 0.00
S -2.1000 3.3960 -1.7340 0.00
C -0.5892 5.7115 -1.7745 0.00
F -1.6161 6.3225 -2.3850 0.00
C 0.5311 6.4885 -1.5471 0.00
F 0.5506 7.7802 -1.9234 0.00
C -4.9071 -0.5884 1.8467 0.00
C -4.1256 0.5940 1.2602 0.00
C -4.1536 1.7756 2.2380 0.00
C -4.7673 1.0261 -0.0667 0.00
C -2.7333 0.1934 1.0021 0.03
C -1.6016 -0.1525 0.7077 0.00
H -5.9658 -0.3273 1.9392 0.00
H -4.5294 -0.8541 2.8366 0.00
H -4.8160 -1.4634 1.2024 0.00
H -5.1843 2.0926 2.4241 0.00
H -3.6000 2.6174 1.8203 0.00
H -3.7001 1.4972 3.1920 0.00
H -5.7949 1.3569 0.1134 0.00
H -4.7840 0.1915 -0.7697 0.00
H -4.1994 1.8396 -0.5195 0.00
Cl -2.8445 -3.2450 -3.2815 0.00
C -1.6804 -4.0513 -2.1954 0.00
Cl -1.2136 -5.6071 -2.9110 0.00
Cl -2.4529 -4.3554 -0.6312 0.00
C -0.4492 -3.0781 -2.0404 0.01
O 0.5585 -3.3322 -2.6959 0.01
O -0.6903 -2.1404 -1.2503 0.03
```

#Q
This record from the OMol25 dataset describes a structure of composition C32H27Cl3F5N4O2STi. The level of theory is ωB97M-V/def2-TZVPD.

Values from the calculation:
Spin multiplicity: 3
Molecular weight, u: 780.9
Total charge: -1
<S²>: 2.007

```
75
Properties=species:S:1:pos:R:3:lowdin_spin:R:1
Ti 0.4375 0.3091 -0.4317 1.69
C 1.6986 0.7740 2.3482 0.01
N 2.0534 -0.1001 1.2244 0.01
C 3.4074 0.1732 0.7373 0.00
C 3.4475 1.2876 -0.2765 0.01
C 4.5194 2.1554 -0.3874 0.00
C 4.5078 3.0980 -1.4033 0.01
C 3.4315 3.1379 -2.2740 0.00
C 2.3953 2.2382 -2.0880 0.01
N 2.4081 1.3331 -1.1098 0.01
C 1.9017 -1.5162 1.5714 0.01
C 1.8243 -2.3568 0.3263 0.03
C 2.3252 -3.6419 0.2664 0.00
C 2.1261 -4.3857 -0.8877 0.03
C 1.4316 -3.8094 -1.9372 0.00
C 0.9657 -2.5132 -1.8033 0.03
N 1.1603 -1.7921 -0.6944 0.02
C 0.2243 0.7108 2.6509 0.01
C -0.2614 1.0243 3.9105 0.00
C -1.6320 1.0323 4.1151 0.01
C -2.4701 0.7279 3.0558 0.00
C -1.9086 0.4154 1.8300 0.01
N -0.5850 0.3914 1.6371 0.01
H 1.9417 1.8026 2.0576 0.00
H 2.2746 0.5115 3.2490 0.00
H 3.7620 -0.7296 0.2314 0.00
H 4.0982 0.3694 1.5678 0.00
H 5.3325 2.1085 0.3254 0.00
H 5.3226 3.8036 -1.5030 0.00
H 3.3737 3.8681 -3.0686 0.00
H 1.5066 2.2315 -2.7100 0.00
H 0.9584 -1.6302 2.1097 0.00
H 2.7081 -1.8659 2.2314 0.00
H 2.8452 -4.0599 1.1188 0.00
H 2.4984 -5.3993 -0.9594 0.00
H 1.2405 -4.3557 -2.8503 0.00
H 0.4109 -2.0032 -2.5828 0.00
H 0.4287 1.2686 4.7078 0.00
H -2.0371 1.2791 5.0885 0.00
H -3.5467 0.7247 3.1529 0.00
H -2.5440 0.1808 0.9807 0.00
F -2.4575 -6.2404 0.9981 0.00
C -2.9385 -5.0209 0.6844 0.00
C -2.0819 -3.9623 0.4545 0.00
F -0.7519 -4.1560 0.5608 0.00
C -2.5835 -2.7165 0.1375 0.00
F -1.6756 -1.7381 -0.0682 0.01
C -3.9535 -2.4219 0.0546 0.00
S -4.5661 -0.8455 -0.2756 0.00
C -4.7802 -3.5349 0.2894 0.00
F -6.1135 -3.3981 0.2357 0.00
C -4.2997 -4.7932 0.5931 0.00
F -5.1500 -5.8117 0.8163 0.00
C -3.5240 1.4364 -3.5727 0.00
C -2.5001 0.4665 -4.1799 0.00
C -2.0772 0.9614 -5.5686 0.00
C -3.1393 -0.9241 -4.2944 0.00
C -1.3299 0.3998 -3.2884 0.03
C -0.4217 0.3497 -2.4732 0.00
H -4.4142 1.4898 -4.2067 0.00
H -3.0961 2.4364 -3.4815 0.00
H -3.8197 1.0954 -2.5800 0.00
H -2.9469 1.0208 -6.2294 0.00
H -1.3481 0.2817 -6.0142 0.00
H -1.6227 1.9511 -5.5001 0.00
H -4.0146 -0.8849 -4.9499 0.00
H -3.4573 -1.2747 -3.3114 0.00
H -2.4263 -1.6405 -4.7090 0.00
Cl -0.8490 4.5240 -1.7879 0.00
C 0.1330 4.8200 -0.3561 0.00
Cl 1.4692 5.9145 -0.7892 0.00
Cl -0.8646 5.6052 0.8971 0.00
C 0.6953 3.4805 0.2749 0.01
O 1.7011 3.6034 0.9716 0.01
O 0.0230 2.4677 -0.0082 0.03
```

Which one sits at the bottom of the stability order? #P does.

#P
This record from the OMol25 dataset describes the molecule C9H11NO3. The level of theory is ωB97M-V/def2-TZVPD.

Values from the calculation:
Molecular weight, u: 181.2

```
24
Properties=species:S:1:pos:R:3:mulliken_charge:R:1
N -2.9425 -1.4074 -1.6640 -0.75
C -1.8138 -0.6492 -1.0495 0.39
C -0.8364 -0.6283 -2.2175 -0.88
O 0.3691 0.1481 -1.8555 -0.50
C 0.7539 0.2849 -0.5944 0.26
C 1.8179 1.2417 -0.4270 -0.69
C 2.3009 1.4390 0.8283 0.32
O 3.3890 2.3132 0.9509 -0.56
C 1.7052 0.8020 1.9098 0.92
O 2.2023 0.9548 3.2113 -0.57
C 0.5390 0.0048 1.7923 -0.60
C 0.0463 -0.3529 0.5548 0.04
C -1.2253 -1.1916 0.1852 -1.10
H -3.4290 -0.7482 -2.3472 0.27
H -3.5967 -1.6168 -0.9762 0.23
H -2.1353 0.3563 -0.8265 0.24
H -0.4904 -1.5251 -2.5827 0.41
H -1.3628 -0.1547 -2.9883 0.39
H 2.1251 1.6123 -1.3992 0.42
H 3.7878 2.1411 1.8126 0.30
H 1.6194 0.6349 3.8549 0.29
H 0.3006 -0.1621 2.7890 0.36
H -1.2149 -2.3093 0.0501 0.36
H -1.9094 -1.1875 0.9889 0.45
```

#Q
This record from the OMol25 dataset describes a cluster of 2 separate species, C9H11NO3 in total. The level of theory is ωB97M-V/def2-TZVPD.

Values from the calculation:
Molecular weight, u: 181.2

```
24
Properties=species:S:1:pos:R:3:mulliken_charge:R:1
C -1.8791 1.8545 2.1996 -1.08
C -1.3950 1.4698 0.7777 -0.62
C -0.1731 0.4088 0.8758 -0.02
C 0.2433 -0.0629 -0.4484 0.11
C -0.3680 -1.1131 -1.1200 -0.12
C 0.0491 -1.5402 -2.3877 -0.58
C 1.1242 -0.9439 -3.0455 -0.42
C 1.7439 0.1432 -2.3963 -0.56
C 1.2927 0.5683 -1.1350 -0.22
O -1.0337 -0.1756 1.7015 -0.52
O 1.4264 -2.3437 1.0717 -0.24
N 1.2759 -2.3640 2.3354 0.59
O 2.0724 -2.7885 3.1427 -0.36
H -2.6019 2.6670 2.2141 0.38
H -2.2983 1.0019 2.7660 0.28
H -0.9675 2.0596 2.7713 0.31
H -2.2210 1.0271 0.2014 0.34
H -1.0373 2.3381 0.2169 0.43
H 0.6299 0.9599 1.3577 0.59
H -1.2285 -1.5635 -0.6007 0.35
H -0.4882 -2.3834 -2.8571 0.32
H 1.4574 -1.3038 -4.0161 0.40
H 2.5774 0.6375 -2.9268 0.34
H 1.7987 1.4467 -0.6982 0.32
```

Which one sits at the bottom of the stability order? #Q does.

#P
This record from the OMol25 dataset describes a cluster of 2 separate species, C4H5N in total. The level of theory is ωB97M-V/def2-TZVPD.

Values from the calculation:
Molecular weight, u: 67.1

```
10
Properties=species:S:1:pos:R:3:mulliken_charge:R:1
C 0.5718 -1.5659 0.3932 0.00
C 0.9486 -0.4574 0.1894 -0.15
C 1.4985 0.8768 0.0139 -0.95
H -0.0860 -2.4888 0.3870 0.34
H 2.2974 1.1052 0.8258 0.26
H 0.7156 1.6462 0.1158 0.29
H 1.9640 0.8239 -0.9731 0.23
C -2.6820 0.0125 -0.2993 -0.11
N -1.5924 0.3075 -0.4320 -0.26
H -3.6356 -0.2599 -0.2206 0.33
```

#Q
This record from the OMol25 dataset describes a cluster of 2 separate species, C4H5N in total. The level of theory is ωB97M-V/def2-TZVPD.

Values from the calculation:
Molecular weight, u: 67.1

```
10
Properties=species:S:1:pos:R:3:mulliken_charge:R:1
C 0.2007 -1.8182 2.0428 0.04
C -0.7558 0.0574 0.0581 -0.50
C 0.5488 -0.3175 -0.4286 -0.52
C 0.3641 -0.0461 0.9454 0.03
N 0.0118 -2.9000 2.3326 -0.39
H -1.3105 0.9756 -0.0913 0.25
H -1.4609 -0.7223 0.1999 0.24
H 0.4780 -1.3408 -0.6465 0.25
H 1.1588 0.2138 -1.1158 0.28
H 0.7543 0.7531 1.6283 0.34
```

Which one sits at the bottom of the stability order? #Q does.